1.
83
Properties=species:S:1:pos:R:3 method="wB97M-V/def2-TZVPD" s_squared=8.759 multiplicity=6 relative_energy_kcal_mol=0.0 largest_force_ev_per_a=0.80 total_charge=+3 homo_lumo_gap_ev="6.8 / 4.2" homo_ev="-14.81 / -14.80" mol_weight_g_mol=836.01
Ru 0.08452 -0.23275 0.19982
S 5.22027 2.56050 -0.83720
C 6.48332 3.62879 -1.24857
C 6.01980 4.87334 -1.53035
C 4.61080 4.96350 -1.40554
C 4.02254 3.78896 -1.03260
C 2.60457 3.52504 -0.79950
C 2.16181 2.23508 -0.46072
N 0.89537 1.92305 -0.22176
C -0.04581 2.88628 -0.32241
C 0.28321 4.19856 -0.66189
C -0.76945 5.17517 -0.76679
C -2.05465 4.83530 -0.54588
C -2.41186 3.48706 -0.18710
C -3.72938 3.08433 0.05651
C -4.02405 1.78096 0.41878
C -2.93246 0.90846 0.53361
N -1.67756 1.25807 0.28642
C -1.40258 2.52943 -0.07581
C -5.37687 1.30008 0.68677
C -5.79406 0.00906 0.88316
C -7.18645 -0.10260 1.10198
C -7.80121 1.11138 1.07573
S -6.71071 2.37710 0.77906
C 1.63014 4.50161 -0.89296
H 7.50476 3.28151 -1.25912
H 6.66122 5.69442 -1.81424
H 4.06202 5.87766 -1.59061
H 2.88574 1.43410 -0.38721
H -0.50982 6.19178 -1.03435
H -2.84196 5.57364 -0.63319
H -4.52547 3.81450 -0.04302
H -3.09689 -0.10483 0.87371
H -5.13328 -0.84996 0.86220
H -7.71273 -1.03038 1.27001
H -8.85105 1.31771 1.21708
H 1.89993 5.51843 -1.15165
C -0.43536 -2.86994 3.92256
C -0.93334 -1.45716 4.20399
S -0.93848 -0.27013 2.80756
C 0.29958 0.96732 3.28662
C 1.71624 0.42425 3.32790
S 2.27752 -0.16470 1.69209
C 2.88504 -1.85394 1.98496
C 1.82462 -2.93118 2.20022
S 1.36060 -3.08130 3.95271
H -0.82730 -3.26083 2.98550
H -0.80333 -3.52037 4.71637
H -0.35889 -0.99101 5.00428
H -1.97839 -1.48496 4.51495
H 0.01704 1.36820 4.26083
H 0.19154 1.77403 2.55809
H 1.80264 -0.42311 4.00629
H 2.41332 1.20308 3.63822
H 3.56015 -1.78042 2.83809
H 3.50533 -2.07343 1.11306
H 2.22248 -3.89477 1.88013
H 0.92503 -2.72161 1.61739
C 1.00896 -0.55924 -5.30623
O 0.19702 -0.07361 -4.20554
C 0.47632 -0.34730 -2.96584
O -0.22608 0.12450 -2.06648
N 1.51372 -1.18295 -2.69318
N 1.82946 -1.40247 -1.34720
H 0.58834 -0.10262 -6.19314
H 0.93258 -1.64295 -5.37959
H 2.04248 -0.23269 -5.19469
H 2.14734 -1.50847 -3.40772
H 2.75066 -1.01888 -1.14259
H 1.84973 -2.40321 -1.16324
C -2.71582 -2.98920 0.85042
As -1.60417 -2.14161 -0.49880
C -0.80836 -3.69906 -1.34083
C -2.87883 -1.59785 -1.84870
H -3.61859 -3.34692 0.35753
H -2.98853 -2.30636 1.65319
H -2.17965 -3.84062 1.26519
H -1.61757 -4.38786 -1.57716
H -0.10974 -4.19290 -0.66687
H -0.30392 -3.41865 -2.26429
H -3.52484 -2.44960 -2.05600
H -2.34634 -1.30551 -2.75034
H -3.47700 -0.75488 -1.51054


2.
23
Properties=species:S:1:pos:R:3 method="wB97M-V/def2-TZVPD" s_squared=0.767 multiplicity=2 relative_energy_kcal_mol=35.5 largest_force_ev_per_a=5.64 total_charge=+1 homo_lumo_gap_ev="9.9 / 5.9" homo_ev="-14.28 / -14.28" mol_weight_g_mol=122.21
C -1.97665 -1.31336 1.61312
C -1.83829 -0.28448 2.70085
H -1.04335 -1.87422 1.34065
H -2.49633 -2.21578 1.93525
H -2.35361 -0.92322 0.65777
H -1.21277 -0.77534 3.52662
H -2.78821 0.02272 3.09731
H -1.18015 0.52979 2.29570
C 1.64417 1.83720 0.50391
C 0.47847 -0.84616 -2.65011
C -0.06380 0.45246 -2.58075
C 1.33804 -1.32496 -1.72412
C 0.05465 1.23281 -1.51590
C 1.69257 -0.37874 -0.72884
C 1.10348 0.93303 -0.59320
H 0.21254 -1.40897 -3.52714
H -0.71645 0.63779 -3.27321
H 1.85903 -2.20482 -1.84067
H -0.29958 2.26979 -1.67457
H 2.54934 -0.59026 -0.08605
H 2.68528 1.97490 0.43809
H 1.35826 1.48272 1.45942
H 0.99336 2.76710 0.62588


3.
6
Properties=species:S:1:pos:R:3 method="wB97M-V/def2-TZVPD" relative_energy_kcal_mol=100.7 largest_force_ev_per_a=4.28 total_charge=0 homo_lumo_gap_ev="6.3 / 6.3" homo_ev="-8.34 / -8.34" mol_weight_g_mol=283.83
C -1.03074 0.30885 -0.11504
O 0.81573 -1.33606 0.31825
I 0.30760 1.97224 -0.11892
I 2.54697 -0.74652 0.10362
H -1.19125 -0.17145 -1.02404
H -1.44832 -0.02706 0.83614


4.
11
Properties=species:S:1:pos:R:3 method="wB97M-V/def2-TZVPD" s_squared=2.008 multiplicity=3 relative_energy_kcal_mol=21.5 largest_force_ev_per_a=6.22 total_charge=0 homo_lumo_gap_ev="6.9 / 7.4" homo_ev="-6.00 / -10.09" mol_weight_g_mol=148.99
C 0.04505 -1.43807 -0.07727
C 0.65946 -0.55908 0.77177
C -1.03414 0.49351 -0.80092
C -0.90346 -0.85598 -0.95856
O -0.15122 0.68065 0.36897
Br 1.95376 2.70629 1.23446
H 0.81455 1.96869 0.71291
H 0.27032 -2.45955 -0.07359
H 1.56633 -0.42551 1.47542
H -1.60772 1.28513 -1.04524
H -1.61293 -1.39608 -1.60794


5.
17
Properties=species:S:1:pos:R:3 method="wB97M-V/def2-TZVPD" relative_energy_kcal_mol=0.0 largest_force_ev_per_a=3.19 total_charge=0 homo_lumo_gap_ev=10.0 homo_ev=-9.31 mol_weight_g_mol=116.14
O 2.32253 -1.53806 -0.48843
C 1.41769 -0.78385 -0.25116
C 1.33278 0.78140 -0.36984
C 0.00030 1.42002 0.05247
C -1.27648 0.63032 -0.38738
C -1.19525 -0.80465 0.23094
F -1.91167 -1.58069 -0.71871
C 0.16616 -1.37948 0.58119
H 2.03824 1.06528 0.39794
H 1.62831 0.97051 -1.38693
H 0.13432 1.52346 1.09631
H -0.07299 2.39084 -0.46286
H -1.16311 0.39158 -1.47069
H -2.24306 1.17162 -0.11319
H -1.77243 -0.67424 1.15716
H 0.18355 -2.50800 0.52604
H 0.41113 -1.07605 1.60713


6.
15
Properties=species:S:1:pos:R:3 method="wB97M-V/def2-TZVPD" relative_energy_kcal_mol=140.9 largest_force_ev_per_a=3.40 total_charge=0 homo_lumo_gap_ev=7.5 homo_ev=-7.96 mol_weight_g_mol=112.20
C 0.77281 -0.72520 1.19413
C -0.34100 -2.07848 0.33090
C 0.80556 0.73457 1.29631
C -0.89259 -1.17922 -0.83120
C -0.22456 1.10075 0.20059
C -0.20505 0.18585 -1.03592
S 1.64998 -1.85193 0.47281
H 0.57231 0.98152 2.25689
H 1.71336 1.17120 1.03170
H -0.64375 -1.62709 -1.83296
H -1.96622 -0.96813 -0.53413
H -1.28295 1.15639 0.67133
H 0.05365 2.21097 -0.03646
H 0.89114 0.18713 -1.44972
H -0.90269 0.70166 -1.73428


7.
19
Properties=species:S:1:pos:R:3 method="wB97M-V/def2-TZVPD" relative_energy_kcal_mol=29.7 largest_force_ev_per_a=1.37 total_charge=+1 homo_lumo_gap_ev=10.7 homo_ev=-13.95 mol_weight_g_mol=109.10
O 1.58003 0.28893 -0.93074
H 1.70228 -0.67403 -0.94829
H 2.36641 0.50417 -0.40814
O 2.97072 -3.64204 -0.89643
H 3.87523 -3.84285 -1.17055
H 2.78179 -4.38873 -0.30317
O -0.29930 -1.46073 1.24987
H 0.24810 -2.12508 1.68617
H -1.20115 -1.80793 1.25136
O 0.16649 2.16981 2.41337
H 0.82287 2.76210 2.01983
H -0.15626 2.66879 3.17166
O -3.82986 2.15820 -2.44409
H -4.66827 2.60546 -2.59971
H -3.57483 1.72565 -3.27155
O -0.86137 0.79536 0.12965
H -1.24936 1.37394 0.80830
H 0.01131 1.01294 -0.28552
H -0.68482 -0.12399 0.52798


8.
24
Properties=species:S:1:pos:R:3 method="wB97M-V/def2-TZVPD" relative_energy_kcal_mol=177.2 largest_force_ev_per_a=7.98 total_charge=0 homo_lumo_gap_ev=10.2 homo_ev=-10.09 mol_weight_g_mol=168.20
O -5.53417 -0.52312 -0.47700
C -4.37720 -0.62455 -0.34358
N -3.18043 -0.93497 -0.81738
C -2.36966 -1.15976 0.80660
C -0.93846 -0.83863 0.17403
C -0.78461 0.83998 0.32078
C 0.43881 1.39318 -0.43126
C 1.66659 1.12870 0.36910
C 2.30099 0.20707 -0.59276
N 3.43088 -0.47286 -0.00500
C 4.44750 -1.07350 -0.22867
O 5.64707 -1.52421 -0.24589
H -2.99597 -0.46923 1.71837
H -2.53393 -2.17587 1.18390
H -0.19903 -1.53887 0.63565
H -0.81595 -0.97161 -0.79464
H -1.81922 1.08711 -0.13848
H -0.98821 1.26660 1.35977
H 0.56868 1.08028 -1.41964
H 0.08368 2.46863 -0.57490
H 1.20513 0.45012 1.26541
H 2.40695 1.96897 0.78286
H 1.86847 -0.65423 -0.97526
H 2.47209 1.07076 -1.57202